Entry 1:
This record from the OMol25 dataset describes C17H10IrN2O6 as an isolated structure. The level of theory is ωB97M-V/def2-TZVPD.

As for the charge: +2. The calculation puts the LUMO energy (spin up / spin down) at -0.3436 / -0.3436 Ha. As for the HOMO-LUMO gap (spin up / spin down): 6.370 / 6.053 eV. The relative energy (zero: lowest compared OMol25 entry of this formula, charge and spin) comes out at 0.0000 eV. As for the HOMO energy (spin up / spin down): -15.719 / -15.401 eV. As for the spin multiplicity: 2.

The geometry in XYZ format:
```
36
Properties=species:S:1:pos:R:3:lowdin_spin:R:1
Ir -0.09 -1.43 1.00 0.8675
O -2.41 -4.18 -0.69 0.0304
O -0.99 -3.10 0.67 0.0660
O -0.54 2.88 0.47 0.0003
O 1.62 -2.10 4.65 -0.0013
O 0.55 -2.33 2.72 0.0005
O 0.69 1.20 -0.41 0.0057
N 0.80 0.21 2.10 0.0053
N -0.85 -1.02 -1.00 -0.0021
C 1.24 2.47 2.81 -0.0017
C -1.70 -3.25 -0.43 0.0057
C -0.65 0.72 -4.24 -0.0004
C -1.06 -0.23 -3.27 -0.0006
C 1.27 -0.19 3.30 0.0098
C 0.80 1.53 1.89 0.0083
C 0.50 2.05 -2.67 -0.0007
C -0.65 -0.08 -1.93 -0.0007
C 1.13 -1.63 3.55 0.0001
C -1.79 -1.37 -3.66 -0.0012
C -0.08 1.25 -1.58 0.0000
C 1.77 2.03 4.01 0.0126
C -1.53 -2.12 -1.42 -0.0015
C 0.23 1.98 0.60 0.0010
C 1.79 0.67 4.26 -0.0019
C -2.05 -2.31 -2.70 -0.0008
C 0.16 1.82 -3.96 -0.0001
H -0.96 0.54 -5.27 0.0000
H 2.16 0.26 5.19 -0.0003
H 1.11 2.90 -2.37 0.0000
H -2.60 -3.23 -2.88 -0.0001
H 2.14 2.74 4.75 0.0006
H 1.46 -3.06 4.74 0.0000
H 0.50 2.47 -4.76 0.0000
H 1.16 3.52 2.57 -0.0002
H -2.12 -1.49 -4.68 -0.0001
H -0.99 1.88 -1.37 -0.0001
```

Entry 2:
This record from the OMol25 dataset describes C13H8AuN7O8 as an isolated structure in a non-equilibrium geometry. The level of theory is ωB97M-V/def2-TZVPD.

As for the charge: 0. The calculation puts the LUMO energy (spin up / spin down) at -0.0912 / -0.0897 Ha. As for the HOMO-LUMO gap (spin up / spin down): 5.605 / 6.073 eV. As for the HOMO energy (spin up / spin down): -8.086 / -8.514 eV. As for the spin multiplicity: 3.

The geometry in XYZ format:
```
37
Properties=species:S:1:pos:R:3:lowdin_spin:R:1
Au 14.56 9.79 1.84 0.5902
O 14.68 6.53 1.73 0.0063
O 17.02 12.96 1.57 0.0017
O 19.55 12.64 1.48 0.0004
O 12.65 6.04 1.14 0.0071
O 15.12 11.79 1.56 0.0719
O 20.80 10.76 1.78 0.0016
O 7.16 8.04 1.78 0.0291
O 8.85 6.72 1.63 0.0949
N 13.28 8.13 1.68 0.1453
N 18.79 9.13 1.52 0.0056
N 11.01 10.81 1.55 0.0192
N 10.33 4.27 1.35 0.0478
N 16.69 9.35 1.50 0.1324
N 10.31 6.68 1.56 0.1340
N 12.11 10.00 1.61 0.2246
C 9.54 8.85 1.49 0.0456
C 16.43 11.90 1.55 0.0040
C 13.52 6.68 1.49 0.0069
C 18.56 10.49 1.58 0.0008
C 8.48 8.05 1.61 0.0949
C 17.23 10.61 1.55 0.0045
C 17.42 7.02 1.68 -0.0004
C 9.61 10.23 1.57 -0.0576
C 11.98 8.71 1.56 0.0965
C 10.80 8.04 1.41 0.2766
C 17.62 8.45 1.54 0.0107
C 10.66 5.37 1.41 0.0075
C 19.76 11.38 1.63 0.0005
H 7.00 9.04 1.80 -0.0007
H 16.76 6.47 1.13 -0.0002
H 19.74 8.78 1.47 0.0014
H 11.14 11.84 1.70 -0.0001
H 18.60 12.88 1.50 0.0002
H 18.34 6.50 1.86 -0.0001
H 9.06 11.13 1.80 -0.0026
H 16.44 7.02 2.17 -0.0006
```

Entry 3:
This record from the OMol25 dataset describes the molecule C25H32N4O4. The level of theory is ωB97M-V/def2-TZVPD.

As for the charge: 0. The calculation puts the LUMO energy at 0.0215 Ha. Its SMILES is COc1ccc(C[C@@H](NC(C)=O)C(=O)NC2CCN(C(=O)NCc3ccccc3)CC2)cc1. As for the HOMO-LUMO gap: 8.623 eV. The relative energy (zero: lowest compared OMol25 entry of this formula, charge and spin) comes out at 0.1292 eV. As for the HOMO energy: -8.038 eV.

The geometry in XYZ format:
```
65
Properties=species:S:1:pos:R:3:nbo_charge:R:1
O 2.26 -1.95 5.48 -0.4941
O -1.21 2.36 0.20 -0.6960
O -1.92 -2.19 -1.98 -0.6521
O 1.99 -2.50 0.42 -0.6456
N -0.26 3.81 -1.24 -0.6149
N -2.41 3.03 -1.62 -0.4688
N -0.16 -2.89 -0.10 -0.6239
N -1.72 0.02 -1.54 -0.6500
C -1.37 -1.19 1.21 -0.4101
C -1.27 3.00 -0.84 0.7961
C 1.32 -4.77 0.00 -0.7092
C -2.32 2.95 -3.07 -0.2107
C 1.99 1.26 -0.71 -0.2486
C -0.59 -1.52 -0.09 -0.1423
C 3.14 -0.94 5.89 -0.2509
C 0.35 -0.31 2.79 -0.1969
C -1.94 1.53 -3.49 -0.4331
C -3.57 2.30 -1.13 -0.2319
C -1.48 -1.28 -1.31 0.6916
C 1.39 -1.69 4.46 0.2879
C 1.11 -3.28 0.13 0.6969
C 2.55 1.40 -3.41 -0.2100
C 2.80 0.23 -2.71 -0.2162
C 0.58 -2.74 4.06 -0.2510
C -0.33 -2.58 3.03 -0.1839
C 1.27 -0.46 3.82 -0.2578
C 1.74 2.44 -1.40 0.0445
C -2.62 0.48 -2.59 -0.0484
C -3.90 1.06 -1.98 -0.4299
C 1.08 3.61 -0.72 -0.2574
C -0.45 -1.36 2.38 -0.0514
C 2.03 2.49 -2.76 -0.2477
C 2.53 0.16 -1.36 -0.2009
H 2.61 -0.07 6.29 0.1729
H 3.79 -0.62 5.07 0.1768
H 0.69 -3.69 4.56 0.2207
H -3.36 2.02 -0.09 0.2421
H -2.86 -0.42 -3.17 0.2473
H 0.30 -0.89 -0.14 0.2506
H 3.75 -1.38 6.67 0.1980
H -1.72 -0.16 1.16 0.2274
H -0.33 4.26 -2.14 0.3906
H -2.23 1.37 -4.53 0.2170
H -0.84 -3.54 -0.48 0.4176
H -4.43 2.99 -1.13 0.1984
H 3.21 -0.63 -3.22 0.2151
H -0.95 -3.41 2.73 0.2076
H 2.77 1.45 -4.47 0.2115
H 1.77 1.20 0.35 0.2186
H -0.85 1.39 -3.42 0.2268
H -1.60 3.67 -3.47 0.1972
H 0.70 -5.30 0.73 0.2266
H -1.39 0.70 -0.86 0.4275
H 0.26 0.65 2.30 0.2137
H -3.30 3.22 -3.47 0.2033
H -2.23 -1.86 1.29 0.2104
H 0.98 3.42 0.35 0.2321
H 1.65 4.53 -0.88 0.2090
H 1.04 -5.11 -1.00 0.2261
H 2.36 -5.01 0.18 0.2376
H 1.84 3.41 -3.31 0.1972
H -4.38 0.31 -1.36 0.2288
H 2.72 -0.75 -0.80 0.2549
H -4.58 1.32 -2.79 0.2038
H 1.88 0.38 4.11 0.2096
```

Entry 4:
This record from the OMol25 dataset describes a 6-piece molecular cluster, C4H17NO5 overall in a non-equilibrium geometry. The level of theory is ωB97M-V/def2-TZVPD.

As for the charge: +1. The calculation puts the LUMO energy (spin up / spin down) at -0.1714 / -0.3222 Ha. As for the HOMO-LUMO gap (spin up / spin down): 8.559 / 4.458 eV. The relative energy (zero: lowest compared OMol25 entry of this formula, charge and spin) comes out at 1.4561 eV. As for the HOMO energy (spin up / spin down): -13.225 / -13.225 eV. As for the spin multiplicity: 2.

The geometry in XYZ format:
```
27
Properties=species:S:1:pos:R:3:lowdin_spin:R:1
O -1.09 -2.98 -1.22 0.0107
O -0.16 1.51 4.26 0.0000
O 1.21 -0.26 2.73 0.0000
O -1.85 0.32 0.72 0.0010
O -0.63 -2.04 2.28 0.0003
N -0.10 1.67 -1.83 0.2955
C 2.00 0.51 -1.61 0.0245
C 0.02 2.53 -2.74 0.0222
C 0.50 0.40 -1.92 0.1834
C -0.15 -0.72 -2.20 0.3833
H -1.17 0.61 0.01 0.0023
H 0.50 2.37 -3.82 0.0192
H -0.71 -1.24 1.69 -0.0001
H 0.92 -1.14 3.10 0.0000
H 2.50 1.16 -2.32 0.0083
H 2.37 -0.58 -1.61 -0.0002
H -1.67 -3.68 -0.95 0.0010
H -1.50 -2.24 2.51 0.0000
H 0.59 1.72 4.72 0.0000
H -1.16 -2.27 -0.60 0.0028
H -0.54 3.48 -2.62 0.0054
H -1.98 1.17 1.11 0.0002
H -1.15 -0.55 -2.29 0.0193
H 0.68 0.06 2.08 0.0000
H 2.17 0.96 -0.65 0.0046
H 0.28 -1.65 -2.41 0.0161
H 0.10 0.92 3.59 0.0000
```

Entry 5:
This record from the OMol25 dataset describes a 2-piece molecular cluster, C3H10NO overall in a non-equilibrium geometry. The level of theory is ωB97M-V/def2-TZVPD.

As for the charge: +2. The calculation puts the LUMO energy (spin up / spin down) at -0.5598 / -0.5544 Ha. As for the HOMO-LUMO gap (spin up / spin down): 5.959 / 5.244 eV. The relative energy (zero: lowest compared OMol25 entry of this formula, charge and spin) comes out at 9.8631 eV. As for the HOMO energy (spin up / spin down): -21.193 / -20.330 eV. As for the spin multiplicity: 2.

The geometry in XYZ format:
```
15
Properties=species:S:1:pos:R:3:lowdin_spin:R:1
O 3.07 -0.04 1.20 -0.6852
N -0.07 0.58 -0.31 1.3125
C -3.18 -0.80 -0.84 0.2357
C 1.80 0.56 1.08 -0.1095
C 1.29 0.06 -0.22 0.1390
H 1.91 1.64 0.91 -0.0742
H -2.49 0.00 -0.43 0.1030
H -3.41 -1.55 -0.10 0.0081
H -4.13 -0.39 -1.20 0.0143
H 1.29 -1.05 -0.14 0.0226
H -2.62 -1.25 -1.71 0.0328
H -0.09 1.28 -1.12 0.0347
H 2.02 0.34 -1.02 0.0271
H 1.08 0.38 1.92 -0.0518
H 3.53 0.25 1.96 -0.0090
```

Entry 6:
This record from the OMol25 dataset describes a 2-piece molecular cluster, C4H9NO2 overall. The level of theory is ωB97M-V/def2-TZVPD.

As for the charge: 0. The calculation puts the LUMO energy at 0.0243 Ha. Its SMILES is CCN=C=O.CO. As for the HOMO-LUMO gap: 10.768 eV. The relative energy (zero: lowest compared OMol25 entry of this formula, charge and spin) comes out at 1.4894 eV. As for the HOMO energy: -10.106 eV.

The geometry in XYZ format:
```
16
Properties=species:S:1:pos:R:3:nbo_charge:R:1
O 2.11 1.29 1.25 -0.5063
O -1.87 0.61 0.58 -0.7359
N 0.80 0.77 -0.68 -0.5901
C 0.85 -0.28 -1.69 -0.2071
C -1.51 0.85 1.93 -0.2496
C 0.46 -1.64 -1.11 -0.6208
C 1.50 0.98 0.29 0.8695
H 0.53 -2.41 -1.89 0.2177
H 1.85 -0.31 -2.12 0.1972
H -0.46 0.61 2.13 0.1592
H -1.70 1.89 2.24 0.1611
H 1.13 -1.92 -0.30 0.2068
H 0.15 0.01 -2.48 0.2078
H -0.56 -1.61 -0.72 0.2311
H -1.16 0.97 0.03 0.4788
H -2.12 0.19 2.55 0.1804
```

no.,E (eV)
1,-35878.7895
2,-44103.7056
3,-40597.2214
4,-16139.9577
5,-6782.1260
6,-9878.5713